Formula: C7H11N2O
Source: OMol25
Level of theory: ωB97M-V with the def2-TZVPD basis set

Output
* net charge: +1
* orbital gap: 0.3189 hartree
* LUMO level: -3.713 eV
* E: -12454.4340 eV
* energy relative to the best compared isomer or geometry (same formula, charge and spin): 92.3 kcal/mol
* highest occupied orbital energy: -0.4554 Ha
* SMILES: C=C(/C=C/C)[C@H]1NC=[NH+]O1
* maximum force: 3.7 eV Å⁻¹

Atoms and positions in Å:
1 C 3.002 -1.287 -0.298
2 C 0.871 2.086 -0.762
3 C -0.984 0.734 -0.182
4 C -1.550 -0.285 0.418
5 C 0.467 1.006 -0.102
6 C 1.448 0.091 0.661
7 C -3.038 -0.465 0.426
8 N 1.684 -1.188 -0.126
9 N 3.606 -0.248 0.153
10 O 2.789 0.632 0.820
11 H 3.680 -1.946 -0.950
12 H 1.850 2.555 -0.950
13 H 0.079 2.628 -1.347
14 H -1.482 1.498 -0.712
15 H -1.186 -1.158 1.060
16 H 0.955 0.028 1.741
17 H -3.428 -1.437 0.289
18 H -3.455 0.226 -0.346
19 H -3.482 -0.115 1.328
20 H 0.994 -1.713 -0.665
21 H 4.590 -0.103 0.269



Formula: C7H11N2O2
Source: OMol25
Level of theory: ωB97M-V with the def2-TZVPD basis set

Output
* net charge: +1
* orbital gap (alpha / beta): 0.2883 / 0.2900 hartree
* LUMO level (alpha / beta): -5.396 / -5.603 eV
* E: -14498.7020 eV
* energy relative to the best compared isomer or geometry (same formula, charge and spin): 148.7 kcal/mol
* highest occupied orbital energy (alpha / beta): -0.4866 / -0.4959 Ha
* SMILES: CC1=CC[N@H+](C)C=C1[N+](=O)[O-]
* maximum force: 9.2 eV Å⁻¹

Atoms and positions in Å:
1 C 1.286 -0.087 -0.762
2 C -1.077 0.519 0.710
3 C 0.952 -1.004 0.181
4 C -0.110 -0.737 1.049
5 C 0.511 1.235 -0.981
6 C 1.799 -2.240 0.282
7 C -1.901 2.020 -1.193
8 N -0.407 -1.201 2.411
9 N -0.953 0.958 -0.702
10 O -1.402 -0.731 2.895
11 O 0.419 -1.890 2.895
12 H 2.250 -0.296 -1.315
13 H -1.922 0.744 1.319
14 H 1.080 2.113 -0.354
15 H 0.614 1.549 -2.070
16 H 2.019 -2.589 1.362
17 H 2.814 -2.088 -0.070
18 H 1.668 -3.188 -0.369
19 H -1.998 3.010 -0.644
20 H -1.589 2.308 -2.230
21 H -2.893 1.494 -1.154
22 H -1.161 0.102 -1.259



Question: Look up the energy relative to the best compared isomer or geometry (same formula, charge and spin) of the second one.
Answer: 148.7 kcal/mol



Question: Number 1 is which compound?
Answer: C7H11N2O